Computed, not measured: C18H42N6O10SZn as an isolated structure in a non-equilibrium geometry, with ωB97M-V with the def2-TZVPD basis set.

Output
Energy, eV: -108018.6907
Multiplicity: 1

Positions of all 78 atoms, in Å:
Zn1 -1.26736 -0.91903 -1.34992
S1 0.35447 0.34401 0.12354
O1 0.01904 1.25551 1.16506
O2 -0.29958 -0.96902 0.27100
O3 -0.25941 0.67911 -1.14054
O4 1.76961 0.25501 -0.12651
C1 2.43102 3.39269 -1.25620
C2 3.25177 2.66717 -2.31108
O5 4.03205 3.26415 -3.00160
N1 2.84313 1.41818 -2.62996
C3 3.33028 0.63576 -3.72231
H1 1.39488 3.57354 -1.54222
H2 2.74494 4.43180 -1.15718
H3 2.44837 2.75827 -0.37002
H4 2.19071 1.06178 -1.94629
H5 2.76282 -0.19730 -4.13715
H6 4.34232 0.31247 -3.47862
H7 3.40691 1.31549 -4.57096
C4 -1.12525 -4.32625 0.13873
C5 -2.38031 -3.44237 -0.05662
O6 -2.32665 -2.70700 -0.99970
N2 -3.45046 -3.62995 0.74493
C6 -4.82854 -3.12038 0.47298
H8 -1.00495 -4.69772 1.15640
H9 -0.18809 -3.79434 -0.02522
H10 -1.09556 -5.12445 -0.60295
H11 -3.33289 -4.36062 1.43225
H12 -4.80806 -2.71833 -0.53996
H13 -4.91889 -2.26908 1.14769
H14 -5.56660 -3.91443 0.58632
C7 3.32615 -1.83158 2.33768
C8 3.71891 -0.98201 3.58418
O7 4.11274 -1.58429 4.57110
N3 3.71752 0.31331 3.65863
C9 2.79608 1.09913 2.79453
H15 3.57948 -2.89155 2.31796
H16 4.03850 -1.55798 1.55936
H17 2.28388 -1.69148 2.05107
H18 4.04391 0.65867 4.54986
H19 3.29117 1.26740 1.83815
H20 2.55661 2.06097 3.24798
H21 1.84791 0.61034 2.57054
C10 1.64015 -3.94169 -2.82618
C11 1.33163 -2.55003 -2.24283
O8 0.18365 -2.13822 -2.16225
N4 2.30620 -1.78761 -1.72992
C12 3.80228 -1.88029 -1.84817
H22 2.70394 -4.08179 -2.63431
H23 1.43401 -4.00550 -3.89462
H24 0.94184 -4.64010 -2.36503
H25 2.00053 -0.98518 -1.19815
H26 4.33170 -0.96003 -1.60133
H27 4.07233 -2.18485 -2.85932
H28 4.10366 -2.62419 -1.11069
C13 -1.51050 3.86430 -0.65871
C14 -2.17527 4.17905 0.61117
O9 -3.24386 4.84596 0.68794
N5 -1.75119 3.51418 1.70262
C15 -2.15305 3.81048 3.04360
H29 -0.67025 4.54622 -0.78926
H30 -1.99740 4.10315 -1.60421
H31 -1.25836 2.82795 -0.88345
H32 -1.02975 2.83422 1.50953
H33 -2.08818 2.87939 3.60659
H34 -3.18895 4.11210 2.88850
H35 -1.56828 4.58259 3.54359
C16 -4.67384 1.66196 -0.90349
C17 -3.79186 0.67468 -0.27643
O10 -2.96354 0.10733 -0.93843
N6 -3.95748 0.58115 1.05475
C18 -2.98526 -0.09940 1.95625
H36 -5.13748 1.24941 -1.79957
H37 -4.05754 2.41420 -1.39583
H38 -5.47327 1.95770 -0.22411
H39 -4.71639 1.09806 1.47539
H40 -3.52808 -0.32845 2.87331
H41 -2.21640 0.62244 2.23172
H42 -2.49832 -0.90481 1.40642